Below is a molecular structure, C18H18F4NO6S3, with properties calculated with ωB97M-V/def2-TZVPD.

The molar mass is 516.5 g/mol. The LUMO energy is 2.62 eV. The calculation puts the max |F| at 3.480 eV/A. The calculation puts the gap between HOMO and LUMO at 6.04 eV. As for the total charge: -1.

Cartesian coordinates (Å):
S -3.683 0.661 -0.043
F 3.533 0.150 -1.775
H 1.179 1.422 -1.199
C 1.463 4.578 -2.460
H -5.619 2.973 -4.493
F 4.531 -1.313 -0.417
C 1.605 5.271 -1.256
H -3.186 2.164 -4.644
C -2.783 1.542 3.820
C 4.220 1.330 1.175
H 1.018 2.633 -3.331
C -3.050 1.648 2.450
H -5.561 1.242 -4.170
H 4.364 2.362 0.834
H 4.530 1.285 2.225
F 2.812 -1.949 -1.597
O -3.290 1.304 -2.703
H -2.954 2.605 1.942
N 2.817 0.970 1.105
O 2.164 2.927 2.549
C 1.687 4.586 -0.041
C -3.708 2.323 -3.687
S 1.668 2.149 1.452
C -3.481 0.524 1.747
C 1.574 3.178 -0.049
C -2.988 0.324 4.480
H -2.401 2.408 4.372
H 1.648 6.360 -1.283
O 0.492 1.309 1.619
S 2.013 -0.364 0.220
C -1.957 1.035 -0.740
O -1.381 2.488 -2.556
O -4.073 -0.631 -0.554
C -3.563 -0.755 3.797
C 1.235 3.201 -2.430
C -3.824 -0.651 2.423
H 1.523 5.128 -3.398
H -3.796 -1.685 4.330
C -5.212 2.214 -3.796
O -4.514 1.838 -0.244
H -5.645 2.303 -2.784
H -4.319 -1.456 1.878
H -3.463 3.307 -3.255
C 1.299 2.507 -1.225
C 3.333 -0.893 -0.902
C -2.138 1.643 -2.085
H -2.708 0.219 5.533
H 4.846 0.636 0.617
F -1.278 1.892 0.028
H 1.789 5.135 0.896